Here is 12 unconnected molecules or ions with the total composition C12H48N24O12 from the Open Molecules 2025 dataset. Energies are from wB97M-V/def2-TZVPD.

For the energy relative to the best compared isomer or geometry (same formula, charge and spin), the calculation gives 10.84 kcal/mol. The molecular weight comes out at 720.67 g mol⁻¹. As for the total charge: 0. As for the multiplicity: 1. As for the total energy: -2703.64371 a.u.

Each atom is followed by the atoms it is bonded to, with distances in Å.
Element x y z (Å)
1 O 14.4460 16.0961 11.9945  C37 1.264
2 O 7.9598 14.0882 14.4737  C44 1.201
3 O 12.0153 12.7257 6.3296  C42 1.244
4 O 9.7468 15.9719 12.4149  C39 1.253
5 O 15.0562 11.5654 12.5664  C41 1.205
6 O 8.0708 16.2942 8.0908  C40 1.202
7 O 5.7613 8.3698 10.6264  C46 1.215
8 O 4.1841 14.5869 11.4785  C47 1.210
9 O 8.3227 10.1731 14.6099  C38 1.231
10 O 10.3008 9.5225 8.5849  C48 1.240
11 O 10.0202 12.5316 10.4451  C45 1.272
12 O 7.8391 11.6453 7.0802  C43 1.256
13 N 12.1652 13.4254 8.4664  C42 1.348, H89 1.014, H92 1.017
14 N 6.1804 12.9889 13.3841  C44 1.456, H49 1.058, H83 1.023
15 N 7.8368 7.8445 10.0153  C46 1.353, H78 1.053, H88 1.033
16 N 14.3700 14.4013 13.4940  C37 1.358, H52 0.994, H56 1.071
17 N 6.8854 9.8591 9.3635  C46 1.369, H67 1.027, H90 1.031
18 N 14.0282 13.4274 7.1700  C42 1.346, H53 1.005, H63 1.020
19 N 6.7373 8.6294 15.0938  C38 1.365, H72 1.011, H93 1.001
20 N 13.7626 10.0145 11.5454  C41 1.394, H57 1.002, H73 0.964
21 N 9.1770 13.4923 7.2562  C43 1.386, H76 1.046, H95 1.012
22 N 8.0536 17.4051 10.0818  C40 1.371, H51 1.015, H55 0.970
23 N 12.3205 9.7688 7.5591  C48 1.364, H61 1.031, H81 1.037
24 N 10.3287 10.2616 6.5090  C48 1.318, H58 1.042, H64 1.010
25 N 11.7513 16.5401 13.2304  C39 1.338, H59 1.005, H70 1.004
26 N 11.6804 15.5449 11.1094  C39 1.426, H75 1.034, H84 1.042
27 N 8.3879 15.1581 10.0025  C40 1.359, H65 1.001, H94 0.975
28 N 6.8392 13.6606 6.9137  C43 1.348, H82 1.006, H91 1.021
29 N 10.1784 10.4731 11.3768  C45 1.387, H86 1.021, H96 1.069
30 N 4.9158 15.0866 9.4772  C47 1.321, H66 1.062, H85 1.016
31 N 6.8152 15.1096 12.7683  C44 1.376, H54 1.053, H71 1.013
32 N 13.2260 12.2707 11.4198  C41 1.364, H62 1.034, H68 1.004
33 N 16.1224 14.5308 11.9304  C37 1.369, H74 0.974, H80 1.039
34 N 5.2708 12.9355 10.2839  C47 1.411, H50 1.057, H77 1.017
35 N 6.7064 9.5742 13.0740  C38 1.351, H79 1.021, H87 1.030
36 N 9.4428 12.2748 12.6653  C45 1.331, H60 1.021, H69 0.985
37 C 14.9800 15.0549 12.4722  O1 1.264, N16 1.358, N33 1.369
38 C 7.3922 9.4618 14.2321  O9 1.231, N19 1.365, N35 1.351
39 C 10.9920 15.9860 12.2783  O4 1.253, N25 1.338, N26 1.426
40 C 8.1787 16.2945 9.2879  O6 1.202, N22 1.371, N27 1.359
41 C 14.1075 11.3278 11.8620  O5 1.205, N20 1.394, N32 1.364
42 C 12.7119 13.1625 7.2626  O3 1.244, N13 1.348, N18 1.346
43 C 7.9398 12.8973 7.0666  O12 1.256, N21 1.386, N28 1.348
44 C 7.0485 14.1162 13.6913  O2 1.201, N14 1.456, N31 1.376
45 C 9.8637 11.8195 11.4879  O11 1.272, N29 1.387, N36 1.331
46 C 6.7378 8.6320 9.9531  O7 1.215, N15 1.353, N17 1.369
47 C 4.7145 14.2213 10.4543  O8 1.210, N30 1.321, N34 1.411
48 C 10.9628 9.8901 7.6031  O10 1.240, N23 1.364, N24 1.318
49 H 5.2273 13.2333 12.9958  N14 1.058
50 H 6.1764 12.9735 9.7398  N34 1.057
51 H 7.8050 18.3053 9.6837  N22 1.015
52 H 13.5100 14.7170 13.8803  N16 0.994
53 H 14.5278 13.8474 7.9338  N18 1.005
54 H 5.9080 15.0728 12.2354  N31 1.053
55 H 8.2947 17.4527 11.0205  N22 0.970
56 H 14.7904 13.4275 13.6411  N16 1.071
57 H 14.3006 9.2324 11.8664  N20 1.002
58 H 9.3376 10.5751 6.5814  N24 1.042
59 H 11.2462 17.0860 13.9056  N25 1.005
60 H 9.4217 11.6809 13.4952  N36 1.021
61 H 12.8904 10.4126 6.9910  N23 1.031
62 H 13.5010 13.2367 11.6644  N32 1.034
63 H 14.5375 13.3130 6.2940  N18 1.020
64 H 10.8134 10.7021 5.7402  N24 1.010
65 H 8.7018 14.3996 9.4293  N27 1.001
66 H 5.3372 14.7759 8.5529  N30 1.062
67 H 6.0673 10.4698 9.2539  N17 1.027
68 H 12.3229 12.1125 11.0099  N32 1.004
69 H 9.3758 13.2431 12.8335  N36 0.985
70 H 12.7195 16.6566 12.9917  N25 1.004
71 H 7.1595 16.0179 13.0554  N31 1.013
72 H 7.2659 8.4285 15.9314  N19 1.011
73 H 12.8353 9.8331 11.3542  N20 0.964
74 H 16.4934 14.9668 11.1426  N33 0.974
75 H 12.7113 15.5733 11.1884  N26 1.034
76 H 9.9940 13.1080 6.7275  N21 1.046
77 H 5.6173 12.5227 11.1460  N34 1.017
78 H 7.5562 6.8316 10.0836  N15 1.053
79 H 6.2099 8.8579 12.5418  N35 1.021
80 H 16.4011 13.5665 12.1987  N33 1.039
81 H 12.7448 9.4889 8.4632  N23 1.037
82 H 6.9222 14.6541 7.0521  N28 1.006
83 H 6.1705 12.2661 14.1079  N14 1.023
84 H 11.2346 14.7619 10.5851  N26 1.042
85 H 4.8581 16.0939 9.5981  N30 1.016
86 H 10.2061 10.1273 10.4167  N29 1.021
87 H 7.1309 10.3020 12.4819  N35 1.030
88 H 8.6512 8.1491 9.4578  N15 1.033
89 H 12.7824 13.3873 9.2695  N13 1.014
90 H 7.4889 9.9343 8.5306  N17 1.031
91 H 6.0083 13.0801 6.7954  N28 1.021
92 H 11.3612 12.8420 8.6845  N13 1.017
93 H 5.7952 8.3180 14.9578  N19 1.001
94 H 8.7785 15.1130 10.8949  N27 0.975
95 H 9.1275 14.4869 7.0744  N21 1.012
96 H 9.7392 9.8462 12.1234  N29 1.069